The following is a quantum chemistry calculation of C5H10N as an isolated structure, from OMol25.

As for the total charge: +1. Its lowest unoccupied orbital energy is -4.46 eV. As for the spin multiplicity: 1. The value obtained for the highest occupied orbital energy is -14.7 eV. As for the HOMO-LUMO gap: 10.25 eV.

Last column: natural (NBO) charge in e.
Element x y z (Å)
C 0.327 -1.093 0.716  -0.18
C 1.161 -0.156 -0.077  0.14
C 0.684 -1.230 -0.672  -0.14
C 1.995 1.016 -0.126  -0.69
C -1.934 -0.161 0.478  -0.12
N -1.716 0.658 -0.591  -0.70
H 0.434 -1.562 1.587  0.25
H 0.622 -1.769 -1.576  0.26
H 1.471 1.873 0.406  0.25
H 1.980 1.200 -1.178  0.26
H 2.987 0.936 0.436  0.30
H -0.850 -0.698 0.854  0.12
H -2.137 0.337 1.332  0.23
H -2.582 -1.106 0.114  0.25
H -1.179 1.527 -0.356  0.39
H -1.263 0.226 -1.349  0.39